{
  "formula": "C2H3O3",
  "method": "ωB97M-V with the def2-TZVPD basis set",
  "e_above_lowest_ev": 1.837,
  "total_charge": -1,
  "gap_ev": 7.512,
  "multiplicity": 1,
  "mol_weight_g_mol": 75.04,
  "homo_energy_ev": -3.46,
  "symbols": ["C", "C", "O", "O", "O", "H", "H", "H"],
  "positions_angstrom": [[2.025, 1.739, -2.044], [-0.164, 0.295, -0.555], [1.906, 2.880, -1.779], [2.552, 1.030, -2.817], [-0.513, -0.284, -1.580], [1.475, 1.137, -1.235], [0.518, -0.079, 0.323], [-0.617, 1.265, -0.148]],
  "forces_ev_per_angstrom": [[-2.2, -2.5, 3.6], [0.0, 0.1, 0.5], [0.0, 6.1, 0.1], [2.7, -2.5, -4.3], [0.4, 0.6, 2.1], [-0.5, -0.7, 0.8], [-0.7, -0.3, -1.7], [0.2, -0.7, -1.1]]
}

{
  "formula": "C20H30NO3Se4SiTcTe2",
  "method": "ωB97M-V with the def2-TZVPD basis set",
  "e_above_lowest_ev": 1.521,
  "total_charge": -1,
  "gap_ev": [5.988, 5.748],
  "multiplicity": 4,
  "mol_weight_g_mol": 1029.59,
  "homo_energy_ev": [-4.47, -4.51],
  "symbols": ["Tc", "Se", "Te", "Te", "Se", "C", "Se", "C", "C", "Se", "C", "H", "H", "H", "H", "H", "H", "H", "H", "H", "H", "C", "Si", "C", "C", "C", "C", "H", "H", "H", "H", "H", "H", "H", "H", "H", "O", "C", "N", "C", "C", "C", "C", "C", "C", "C", "C", "C", "C", "O", "O", "H", "H", "H", "H", "H", "H", "H", "H", "H", "H", "H"],
  "positions_angstrom": [[-1.100, -1.508, -1.821], [-2.960, -2.661, -1.034], [-0.589, -5.696, -1.515], [-1.645, -5.012, -3.904], [0.017, -3.479, -2.667], [4.746, -1.811, -1.929], [3.062, -2.046, -0.989], [2.693, -0.147, -0.773], [2.403, 0.586, -2.055], [0.760, 0.102, -2.988], [1.591, -0.925, -4.399], [5.471, -1.286, -1.308], [4.603, -1.274, -2.865], [5.130, -2.804, -2.160], [3.559, 0.299, -0.276], [1.835, -0.087, -0.109], [3.206, 0.473, -2.786], [2.280, 1.648, -1.841], [2.218, -0.252, -4.979], [0.788, -1.314, -5.025], [2.175, -1.743, -3.980], [1.532, -3.997, 2.994], [1.201, -2.202, 2.631], [2.792, -1.249, 2.774], [-0.022, -1.526, 3.854], [0.500, -2.040, 0.973], [-0.099, -1.854, -0.079], [1.874, -4.137, 4.022], [2.300, -4.384, 2.321], [0.625, -4.584, 2.846], [3.226, -1.357, 3.771], [2.609, -0.188, 2.593], [3.516, -1.598, 2.036], [0.364, -1.568, 4.875], [-0.957, -2.087, 3.813], [-0.249, -0.487, 3.610], [-2.248, -2.596, -5.658], [-2.080, -1.858, -4.738], [-1.868, -1.134, -3.821], [-3.937, 5.106, 2.644], [-3.177, 4.094, 1.827], [-3.357, 2.734, 2.021], [-2.676, 1.784, 1.260], [-2.931, 0.321, 1.521], [-1.768, 2.225, 0.295], [-1.553, 3.589, 0.094], [-0.575, 4.088, -0.938], [-2.274, 4.502, 0.852], [-0.984, 1.219, -0.519], [0.238, 1.270, -0.583], [-1.726, 0.328, -1.062], [-4.585, 4.615, 3.370], [-4.564, 5.739, 2.014], [-3.261, 5.766, 3.190], [-4.049, 2.389, 2.782], [-3.405, 0.200, 2.496], [-2.013, -0.269, 1.500], [-3.574, -0.114, 0.756], [-0.722, 3.597, -1.902], [0.452, 3.872, -0.641], [-0.694, 5.162, -1.073], [-2.121, 5.563, 0.679]],
  "forces_ev_per_angstrom": [[-1.0, 0.8, 0.6], [0.3, 0.2, -0.1], [0.1, 0.1, 0.1], [0.0, 0.1, -0.1], [0.4, -0.9, -0.4], [0.1, -0.1, -0.1], [-0.1, 0.0, 0.0], [0.1, -0.1, 0.2], [0.1, 0.1, -0.2], [0.0, 0.1, 0.1], [0.0, -0.1, -0.1], [0.0, 0.0, 0.0], [0.0, 0.0, 0.0], [0.0, 0.0, 0.0], [0.0, 0.0, 0.0], [0.1, -0.1, 0.0], [0.0, 0.0, 0.0], [0.0, 0.0, 0.0], [0.0, -0.1, -0.1], [0.0, 0.0, 0.0], [0.0, 0.0, 0.0], [0.0, -0.2, 0.0], [0.0, 0.0, -0.1], [0.2, 0.2, 0.0], [-0.2, 0.1, 0.2], [-0.2, 0.0, -0.2], [0.1, -0.1, 0.1], [0.0, 0.0, 0.0], [0.0, 0.0, 0.0], [0.0, 0.0, 0.0], [0.0, 0.0, 0.0], [0.0, 0.0, 0.0], [0.0, 0.0, 0.0], [0.0, 0.0, 0.0], [0.0, 0.0, 0.0], [0.0, 0.0, 0.0], [-0.2, -0.4, -0.6], [0.2, 0.5, 0.5], [0.1, -0.1, 0.1], [0.0, 0.0, 0.0], [0.0, 0.0, 0.0], [0.0, 0.0, 0.0], [0.0, -0.1, 0.1], [0.1, 0.0, 0.0], [0.2, -0.1, -0.1], [0.0, 0.2, 0.0], [0.0, -0.1, 0.0], [0.0, 0.0, 0.0], [-0.7, -0.2, 0.3], [0.2, 0.5, 0.1], [-0.3, -0.2, -0.2], [0.0, 0.0, 0.0], [0.0, 0.0, 0.0], [0.0, 0.0, 0.0], [0.0, 0.0, 0.0], [0.0, 0.0, 0.0], [0.0, 0.0, 0.0], [0.0, 0.0, 0.0], [0.0, 0.0, 0.0], [0.0, 0.0, 0.0], [0.0, 0.0, 0.0], [0.0, 0.0, 0.0]]
}

{
  "formula": "C8H12IN2O2",
  "method": "ωB97M-V with the def2-TZVPD basis set",
  "e_above_lowest_ev": 2.660,
  "total_charge": 1,
  "gap_ev": 9.103,
  "multiplicity": 1,
  "mol_weight_g_mol": 295.10,
  "homo_energy_ev": -13.37,
  "symbols": ["C", "C", "C", "C", "C", "C", "C", "C", "N", "N", "O", "O", "I", "H", "H", "H", "H", "H", "H", "H", "H", "H", "H", "H", "H"],
  "positions_angstrom": [[-0.604, 2.351, 0.640], [0.890, 2.141, 0.394], [-0.187, -2.423, 1.685], [-0.444, -2.699, 0.234], [-1.598, -0.303, 0.747], [-0.392, -1.266, 0.649], [0.491, 0.707, 0.371], [0.666, -3.344, -0.534], [-0.812, 0.964, 0.678], [1.071, 3.772, -2.109], [-1.398, 3.186, 0.703], [0.785, -0.523, 0.282], [-2.969, -0.497, -1.049], [1.420, 2.425, -0.469], [1.463, 2.389, 1.226], [-1.006, -2.436, 2.424], [0.831, -2.554, 2.149], [-1.471, -3.039, -0.022], [-2.253, -0.472, 1.586], [0.718, -4.365, -0.287], [1.586, -2.613, -0.511], [0.462, -3.288, -1.636], [1.735, 3.900, -2.791], [0.689, 4.725, -1.814], [0.328, 3.262, -2.546]],
  "forces_ev_per_angstrom": [[0.0, 0.4, -0.8], [0.2, -1.4, -0.2], [0.2, 1.5, 0.7], [-1.1, -0.4, 0.3], [0.7, 0.3, -2.0], [-0.8, -1.7, 1.1], [-2.8, -0.3, 1.5], [0.9, 3.6, -2.5], [1.2, -3.6, -0.1], [-2.1, 1.4, 2.6], [-1.0, 2.1, 0.3], [0.9, 0.7, -0.3], [0.8, 0.2, 1.0], [0.1, 1.2, -1.4], [1.1, 0.4, 1.6], [0.4, -0.3, -0.5], [-1.1, 0.1, -0.9], [0.7, 0.3, 0.2], [0.1, 0.4, 0.3], [0.9, -1.1, 0.6], [-1.1, -2.2, 0.6], [-0.2, -0.2, 0.9], [2.0, 0.6, -1.9], [0.7, -1.8, -0.7], [-0.6, -0.1, -0.3]]
}

{
  "formula": "C42H26IN6O2W",
  "method": "ωB97M-V with the def2-TZVPD basis set",
  "e_above_lowest_ev": 0.398,
  "total_charge": 1,
  "gap_ev": [6.055, 5.346],
  "multiplicity": 3,
  "mol_weight_g_mol": 957.45,
  "homo_energy_ev": [-10.31, -10.29],
  "symbols": ["W", "O", "C", "O", "C", "C", "C", "N", "C", "C", "C", "C", "C", "C", "C", "N", "C", "C", "C", "C", "C", "N", "H", "H", "H", "H", "H", "H", "H", "H", "H", "H", "I", "C", "C", "C", "C", "C", "C", "C", "C", "C", "C", "H", "H", "H", "H", "H", "H", "N", "C", "C", "C", "C", "C", "C", "C", "C", "C", "C", "C", "C", "N", "C", "C", "C", "C", "N", "H", "H", "H", "H", "H", "H", "H", "H", "H", "H"],
  "positions_angstrom": [[0.030, 0.611, 0.385], [-1.332, -0.198, -6.410], [-2.217, 0.037, -5.575], [-3.455, 0.097, -5.599], [-1.650, 0.109, -4.113], [-2.508, 0.086, -3.020], [-1.986, 0.130, -1.751], [-0.660, 0.237, -1.543], [0.177, 0.086, -2.586], [-0.282, 0.051, -3.878], [1.544, -0.224, -2.140], [2.607, -0.496, -2.982], [3.804, -0.915, -2.434], [3.904, -1.068, -1.057], [2.813, -0.762, -0.279], [1.659, -0.333, -0.808], [-2.729, -0.088, -0.501], [-4.090, -0.311, -0.429], [-4.659, -0.605, 0.797], [-3.847, -0.680, 1.922], [-2.501, -0.442, 1.783], [-1.949, -0.143, 0.597], [-3.572, 0.016, -3.218], [0.371, -0.072, -4.735], [2.482, -0.389, -4.050], [4.650, -1.135, -3.074], [4.816, -1.417, -0.593], [2.843, -0.854, 0.798], [-4.688, -0.255, -1.329], [-5.725, -0.781, 0.877], [-4.253, -0.917, 2.896], [-1.832, -0.472, 2.631], [2.279, 2.526, 0.079], [0.970, 3.913, -0.800], [1.544, 4.989, -1.404], [0.703, 5.978, -1.952], [-0.646, 5.864, -1.802], [-1.227, 4.768, -1.117], [-2.617, 4.760, -0.853], [-3.146, 3.779, -0.078], [-2.339, 2.703, 0.353], [-1.002, 2.558, 0.033], [-0.418, 3.698, -0.632], [2.620, 5.095, -1.456], [1.139, 6.826, -2.464], [-1.305, 6.633, -2.187], [-3.229, 5.568, -1.239], [-4.195, 3.794, 0.192], [-2.836, 1.980, 0.985], [2.295, -2.976, 10.036], [2.056, -2.609, 8.974], [1.752, -2.143, 7.641], [2.681, -1.375, 6.945], [2.373, -0.902, 5.680], [1.145, -1.203, 5.097], [0.230, -1.993, 5.788], [0.526, -2.455, 7.060], [0.802, -0.671, 3.748], [0.580, 0.689, 3.616], [0.652, 1.632, 4.669], [0.342, 2.860, 4.137], [0.078, 2.642, 2.779], [0.209, 1.353, 2.425], [0.676, -1.591, 2.705], [0.750, -2.994, 2.780], [0.453, -3.487, 1.520], [0.234, -2.373, 0.711], [0.384, -1.221, 1.400], [3.637, -1.150, 7.398], [3.092, -0.301, 5.137], [-0.722, -2.237, 5.333], [-0.188, -3.057, 7.606], [0.887, 1.404, 5.698], [0.300, 3.812, 4.643], [-0.219, 3.392, 2.067], [0.983, -3.561, 3.669], [0.408, -4.519, 1.207], [-0.021, -2.368, -0.338]],
  "forces_ev_per_angstrom": [[1.2, 0.7, 0.6], [-0.2, 0.4, 0.1], [-0.1, -0.8, 0.2], [0.3, 0.3, -0.2], [0.0, 0.2, -0.2], [-0.3, 0.1, 0.0], [-0.1, 0.1, 0.2], [-0.3, -0.5, -0.4], [0.3, 0.1, 0.1], [0.2, 0.0, -0.2], [-0.2, 0.1, -0.2], [0.1, 0.0, -0.2], [0.0, 0.0, -0.1], [0.1, 0.0, 0.0], [0.0, 0.0, 0.1], [-0.1, 0.0, 0.2], [0.1, 0.1, -0.2], [-0.2, 0.0, -0.1], [0.0, 0.0, 0.0], [-0.1, 0.0, 0.0], [0.1, 0.0, 0.1], [-0.3, 0.1, 0.1], [0.1, 0.0, -0.1], [-0.1, 0.0, 0.0], [0.0, 0.0, 0.0], [0.0, 0.0, 0.0], [0.0, 0.0, 0.0], [0.0, 0.0, 0.0], [0.0, 0.0, 0.1], [0.0, 0.0, 0.0], [0.0, 0.0, 0.0], [0.0, 0.0, 0.0], [-0.3, 0.0, 0.0], [0.2, -0.2, 0.1], [-0.1, 0.1, -0.1], [0.1, 0.0, 0.0], [-0.1, 0.0, 0.0], [0.0, 0.0, 0.0], [0.0, 0.1, -0.1], [0.0, -0.1, 0.0], [0.0, 0.1, 0.0], [-0.1, 0.1, 0.0], [0.0, 0.1, -0.1], [0.0, 0.0, 0.0], [0.0, 0.0, 0.0], [0.0, 0.0, 0.0], [0.0, 0.0, 0.0], [0.0, 0.0, 0.0], [0.0, -0.1, 0.0], [0.0, 0.0, -0.1], [0.0, 0.0, -0.1], [0.0, 0.0, 0.1], [0.1, 0.0, 0.0], [0.0, 0.0, 0.0], [0.0, 0.1, 0.0], [0.0, 0.0, 0.0], [0.0, 0.0, 0.0], [0.0, 0.0, 0.1], [0.0, -0.1, -0.1], [0.0, 0.1, 0.1], [0.0, 0.1, 0.1], [-0.1, 0.0, 0.1], [-0.1, 0.1, 0.3], [0.1, 0.0, -0.1], [0.0, -0.1, 0.1], [0.0, 0.0, 0.0], [0.0, -0.1, 0.1], [-0.2, -0.5, 0.0], [0.0, 0.0, 0.0], [0.0, 0.0, 0.0], [0.0, 0.0, 0.0], [0.0, 0.0, 0.0], [0.0, 0.0, -0.1], [0.0, -0.1, 0.0], [0.0, 0.0, -0.1], [0.0, 0.0, -0.1], [0.0, 0.1, 0.0], [0.0, 0.0, 0.0]]
}

{
  "formula": "C17H21N7O2STa",
  "method": "ωB97M-V with the def2-TZVPD basis set",
  "total_charge": 3,
  "gap_ev": 5.967,
  "multiplicity": 1,
  "mol_weight_g_mol": 568.42,
  "homo_energy_ev": -17.67,
  "symbols": ["Ta", "N", "C", "S", "N", "N", "C", "C", "C", "C", "C", "C", "N", "H", "H", "H", "H", "H", "H", "H", "C", "C", "N", "O", "C", "C", "N", "O", "H", "H", "H", "H", "H", "H", "H", "C", "C", "C", "C", "N", "C", "C", "H", "H", "H", "H", "H", "H", "H"],
  "positions_angstrom": [[0.112, 0.248, 0.401], [1.970, 2.696, 3.743], [1.522, 1.776, 2.923], [1.271, 2.253, 1.211], [1.294, 0.563, 3.332], [0.859, -0.353, 2.490], [0.736, -1.575, 2.925], [0.247, -2.590, 2.032], [0.276, -3.949, 2.359], [-0.212, -4.864, 1.439], [-0.718, -4.404, 0.228], [-0.700, -3.041, -0.038], [-0.222, -2.155, 0.838], [2.190, 3.636, 3.442], [2.139, 2.463, 4.715], [1.001, -1.821, 3.948], [0.696, -4.263, 3.303], [-0.194, -5.919, 1.667], [-1.113, -5.094, -0.503], [-1.091, -2.640, -0.967], [-3.993, 2.970, 1.336], [-2.883, 2.020, 1.085], [-1.871, 1.756, 1.836], [-1.613, 2.340, 3.018], [-2.832, 1.236, -0.175], [-3.979, 1.006, -1.073], [-1.650, 0.775, -0.378], [-1.154, -0.058, -1.239], [-3.810, 3.614, 2.193], [-4.928, 2.437, 1.517], [-4.147, 3.598, 0.459], [-2.296, 2.985, 3.306], [-4.814, 1.659, -0.851], [-4.321, -0.029, -0.977], [-3.680, 1.122, -2.116], [3.626, 0.081, -5.158], [2.978, 0.112, -3.839], [2.890, 1.279, -3.067], [2.210, 1.267, -1.872], [1.624, 0.164, -1.371], [1.719, -0.970, -2.089], [2.376, -1.034, -3.293], [4.096, 1.026, -5.412], [2.888, -0.160, -5.927], [4.365, -0.719, -5.212], [3.347, 2.199, -3.404], [2.127, 2.177, -1.288], [1.245, -1.849, -1.671], [2.420, -1.971, -3.827]],
  "forces_ev_per_angstrom": [[0.7, -0.7, -0.3], [0.2, 0.6, 0.2], [-0.4, -1.1, -0.6], [-0.6, -1.0, -0.7], [0.6, 0.8, 1.8], [-0.9, -0.5, -1.9], [0.3, 0.8, 0.1], [-0.1, -0.9, -0.2], [0.0, 0.9, -0.1], [-0.1, 0.1, -0.3], [0.1, 0.1, 0.2], [-0.2, -0.2, -0.4], [0.3, 1.9, 0.0], [-0.1, -0.1, 0.0], [0.0, -0.1, -0.1], [0.1, 0.2, 0.0], [0.0, 0.0, 0.1], [0.0, -0.1, 0.0], [-0.1, 0.0, -0.1], [0.0, 0.0, 0.0], [-0.1, 0.1, 0.1], [0.4, 0.1, 0.7], [0.1, -0.6, -0.2], [-0.2, 0.2, 0.1], [0.1, 0.1, 0.2], [0.1, -0.2, -0.3], [-0.6, 1.2, 1.2], [1.3, -1.6, -0.9], [0.0, 0.1, 0.0], [0.0, -0.1, 0.0], [0.0, 0.1, 0.0], [0.1, -0.3, -0.4], [0.0, 0.1, 0.0], [0.0, -0.1, 0.1], [0.0, 0.1, 0.0], [0.2, -0.1, -0.5], [-0.4, 0.1, 0.7], [-0.1, -0.3, 0.0], [0.2, 0.6, 0.1], [-1.1, 0.2, 1.5], [-0.1, -0.5, -0.3], [0.0, 0.2, 0.1], [0.0, 0.0, 0.0], [-0.1, 0.1, 0.0], [0.1, 0.0, 0.1], [0.0, 0.0, 0.0], [0.1, -0.1, -0.1], [0.0, -0.1, -0.1], [0.0, -0.1, 0.0]]
}

{
  "formula": "C27H20Cl5N7Na",
  "method": "ωB97M-V with the def2-TZVPD basis set",
  "e_above_lowest_ev": 0.000,
  "total_charge": -1,
  "gap_ev": 7.207,
  "multiplicity": 1,
  "mol_weight_g_mol": 642.76,
  "homo_energy_ev": -5.28,
  "symbols": ["Na", "C", "C", "C", "C", "C", "C", "C", "N", "N", "C", "C", "C", "C", "C", "C", "N", "C", "C", "C", "C", "C", "C", "N", "H", "H", "H", "H", "H", "H", "H", "H", "H", "H", "H", "H", "H", "H", "H", "H", "H", "H", "H", "H", "Cl", "C", "C", "C", "Cl", "C", "Cl", "C", "Cl", "C", "Cl", "N", "C", "N", "C", "N"],
  "positions_angstrom": [[-0.201, -0.471, -0.072], [1.663, 2.537, -0.189], [0.525, 3.019, 0.696], [-0.832, 2.959, 0.034], [-1.946, 3.481, 0.688], [-3.183, 3.373, 0.090], [-3.274, 2.753, -1.150], [-2.112, 2.282, -1.730], [-0.910, 2.388, -1.161], [1.903, 1.094, -0.134], [2.631, 0.693, -1.332], [2.757, -0.801, -1.512], [3.794, -1.333, -2.273], [3.829, -2.699, -2.484], [2.836, -3.490, -1.927], [1.849, -2.871, -1.178], [1.813, -1.559, -0.972], [2.649, 0.715, 1.075], [1.804, 0.260, 2.242], [1.729, 0.994, 3.417], [0.954, 0.513, 4.461], [0.294, -0.691, 4.304], [0.432, -1.354, 3.093], [1.170, -0.903, 2.084], [2.592, 3.076, 0.065], [1.409, 2.786, -1.219], [0.722, 4.053, 0.998], [0.468, 2.437, 1.621], [-1.836, 3.926, 1.669], [-4.068, 3.740, 0.592], [-4.223, 2.621, -1.648], [-2.135, 1.786, -2.693], [3.639, 1.144, -1.366], [2.079, 1.079, -2.193], [4.550, -0.681, -2.693], [4.619, -3.142, -3.078], [2.820, -4.561, -2.070], [1.038, -3.437, -0.735], [3.294, 1.548, 1.394], [3.303, -0.122, 0.823], [2.249, 1.941, 3.497], [0.853, 1.078, 5.379], [-0.358, -1.081, 5.071], [-0.104, -2.277, 2.910], [-2.225, -3.682, 0.361], [-2.322, -2.987, -1.270], [-1.414, -2.012, -1.608], [-1.537, -1.537, -2.890], [-0.376, -0.294, -3.442], [-2.501, -1.953, -3.803], [-2.612, -1.280, -5.399], [-3.402, -2.938, -3.404], [-4.619, -3.499, -4.498], [-3.310, -3.473, -2.120], [-4.423, -4.708, -1.629], [-1.626, 0.360, 1.402], [-2.308, 0.380, 2.346], [-3.144, 0.501, 3.329], [-2.762, 0.249, 4.556], [-2.504, 0.072, 5.676]],
  "forces_ev_per_angstrom": [[0.3, -0.2, -0.3], [0.0, 0.0, 0.0], [0.0, 0.1, 0.1], [0.1, 0.1, 0.0], [0.0, 0.0, 0.0], [0.0, 0.0, 0.0], [0.0, 0.0, 0.0], [-0.1, 0.0, 0.0], [0.0, -0.1, 0.0], [0.1, 0.0, 0.0], [0.0, 0.0, 0.0], [0.1, 0.1, 0.0], [0.0, 0.0, 0.0], [0.0, 0.0, 0.0], [0.0, 0.0, 0.0], [0.0, 0.0, 0.0], [0.0, 0.0, -0.1], [0.1, 0.0, 0.0], [0.0, 0.0, 0.0], [0.0, 0.0, 0.0], [0.0, 0.0, 0.1], [0.0, -0.1, -0.1], [0.0, 0.0, 0.0], [0.0, 0.1, 0.1], [0.0, 0.0, 0.0], [0.0, 0.0, 0.0], [0.0, 0.0, 0.0], [0.0, 0.0, -0.1], [0.0, 0.0, 0.0], [0.0, 0.0, 0.0], [0.0, 0.0, 0.0], [0.0, 0.0, 0.0], [0.0, 0.0, 0.0], [0.0, 0.0, 0.0], [0.0, 0.0, 0.0], [0.0, 0.0, 0.0], [0.0, 0.0, 0.0], [0.0, 0.0, 0.0], [0.0, 0.0, 0.0], [0.0, 0.0, 0.0], [0.0, 0.0, 0.0], [0.0, 0.0, 0.0], [0.0, 0.0, 0.0], [0.0, -0.1, 0.0], [0.0, 0.0, -0.1], [0.0, -0.1, 0.1], [0.0, 0.1, 0.0], [0.1, 0.0, -0.1], [-0.1, -0.1, 0.0], [0.0, 0.0, -0.1], [0.0, 0.0, 0.0], [0.0, 0.0, 0.0], [0.0, 0.0, 0.0], [0.0, 0.0, 0.0], [0.0, 0.0, 0.0], [-0.2, 0.0, 0.3], [0.1, 0.3, -0.1], [-0.2, -0.1, 0.0], [0.0, 0.1, 0.1], [0.0, -0.1, 0.1]]
}